# 1
Formula: C3H6O
Source: the OMol25 dataset
Level of theory: the ωB97M-V functional and the def2-TZVPD basis

The geometry in XYZ format:
```
10
Properties=species:S:1:pos:R:3:lowdin_charge:R:1
C 0.763 -0.881 0.193 -0.110
C 0.241 0.536 0.025 -0.230
C -1.229 0.594 -0.288 -0.282
O -1.985 -0.348 -0.243 0.047
H 0.171 -1.411 0.943 0.076
H 1.813 -0.888 0.499 0.072
H 0.673 -1.432 -0.748 0.080
H 0.379 1.135 0.938 0.118
H 0.776 1.089 -0.759 0.113
H -1.602 1.605 -0.559 0.118
```

## Properties
SMILES = CCC=O
2S+1 = 1
F_max = 0.529 eV/Å
E_tot = -5255.38986 eV
charge = 0
frontier orbital gap = 10.9 eV
LUMO energy = 0.0379 hartree
ΔE to the lowest compared entry with this formula, charge and spin = 7.0 kcal/mol


# 2
Formula: C3H6O
Source: the OMol25 dataset
Level of theory: the ωB97M-V functional and the def2-TZVPD basis

The geometry in XYZ format:
```
10
Properties=species:S:1:pos:R:3:lowdin_charge:R:1
C 0.639 -0.561 -0.976 -0.050
C 0.218 0.349 0.128 -0.399
C -0.925 0.262 1.035 -0.121
O 0.412 0.059 1.495 -0.035
H 1.638 -0.303 -1.339 0.076
H -0.035 -0.171 -1.748 0.085
H 0.623 -1.639 -0.765 0.089
H 0.391 1.358 -0.257 0.134
H -1.339 1.222 1.348 0.108
H -1.621 -0.576 1.078 0.113
```

## Properties
SMILES = C[C@H]1CO1
2S+1 = 1
F_max = 1.125 eV/Å
E_tot = -5254.08890 eV
charge = 0
frontier orbital gap = 11.3 eV
LUMO energy = 0.0424 hartree
ΔE to the lowest compared entry with this formula, charge and spin = 37.0 kcal/mol


# 3
Formula: C3H6O
Source: the OMol25 dataset
Level of theory: the ωB97M-V functional and the def2-TZVPD basis

The geometry in XYZ format:
```
10
Properties=species:S:1:pos:R:3:lowdin_charge:R:1
C 0.947 0.152 1.875 0.151
C -0.427 0.742 -0.564 -0.057
C -0.391 -0.697 -0.996 -0.304
O 0.108 -1.601 -0.369 0.024
H 0.230 -0.669 2.095 -0.053
H 0.057 0.922 0.421 -0.010
H 1.734 -0.406 1.323 -0.053
H -1.467 1.086 -0.500 0.093
H 0.082 1.366 -1.309 0.093
H -0.874 -0.896 -1.977 0.119
```

## Properties
2S+1 = 1
F_max = 0.587 eV/Å
E_tot = -5250.59174 eV
charge = 0
frontier orbital gap (spin up / spin down) = 8.6 / 8.6 eV
LUMO energy (spin up / spin down) = -0.0240 / -0.0236 hartree
ΔE to the lowest compared entry with this formula, charge and spin = 117.7 kcal/mol


# 4
Formula: C3H6O2
Source: the OMol25 dataset
Level of theory: the ωB97M-V functional and the def2-TZVPD basis

The geometry in XYZ format:
```
11
Properties=species:S:1:pos:R:3:lowdin_charge:R:1
C -0.698 -0.211 0.783 -0.003
C 0.568 -0.523 0.433 -0.171
C 1.513 0.546 0.112 -0.317
O 2.707 0.416 -0.047 0.032
H -1.424 -0.952 1.095 0.090
H -1.029 0.822 0.883 0.089
H 0.927 -1.546 0.477 0.116
H 1.032 1.552 0.029 0.122
O -1.508 -0.280 -1.217 -0.063
H -1.540 0.675 -1.352 0.064
H -0.550 -0.499 -1.196 0.040
```

## Properties
SMILES = C=CC=O.O
2S+1 = 1
F_max = 1.361 eV/Å
E_tot = -7301.27264 eV
charge = 0
frontier orbital gap = 10.1 eV
LUMO energy = 0.0141 hartree
ΔE to the lowest compared entry with this formula, charge and spin = 55.5 kcal/mol